# 1
75
Properties=species:S:1:pos:R:3 method="wB97M-V/def2-TZVPD" s_squared=8.784 spin_multiplicity=6 max_force_ha_per_bohr=0.021 total_charge=+1 homo_energy_ev="-10.9 / -11.7" gap_ev="8.250 / 6.119" e_above_lowest_kj_mol=227.9
H 2.43 1.24 4.97
C 5.44 0.98 1.92
H -1.65 1.96 5.60
H 1.27 5.15 -0.69
H 3.83 6.31 -3.92
C 2.84 3.21 -3.00
H 2.49 4.77 8.31
F 0.88 -3.95 -2.43
H -2.96 -6.02 -1.77
C 3.67 2.29 1.00
C 2.42 0.50 4.17
H 0.76 4.61 8.62
Te 0.80 2.50 2.02
H 6.46 0.63 1.90
C 3.26 0.97 3.01
H 4.96 -0.12 3.69
C 3.48 4.21 -3.73
N -0.64 -2.66 0.65
F 1.76 -2.68 -0.93
H 2.58 4.87 2.16
C 2.81 1.84 2.00
N 0.46 2.73 -0.22
C 0.90 -3.69 -1.13
F -3.97 -2.89 -0.59
H 2.82 -0.43 4.57
C 2.06 3.56 -1.91
H -0.42 3.30 7.03
H 3.33 3.00 0.26
N -2.97 -5.93 -0.77
O -2.32 -1.16 -2.36
H 3.91 4.24 3.12
N -1.42 -4.31 -1.04
F 1.37 -4.76 -0.47
H 1.41 6.10 7.92
C 2.05 4.36 4.21
C -2.18 -4.98 -0.22
Rh 0.35 0.37 0.03
C 3.01 4.86 3.16
S 0.76 -2.32 1.79
H 3.31 5.87 3.39
C 0.27 3.59 6.24
O 0.13 -2.75 3.02
F -3.42 -1.80 1.20
H 2.95 2.17 -3.28
H -3.66 -6.43 -0.24
O 0.70 -0.77 1.68
H 2.98 5.54 5.72
C 1.90 4.89 -1.54
C -3.63 -1.72 -0.10
C 0.08 3.07 4.97
H -0.74 1.17 4.32
C 2.54 5.88 -2.26
H 2.43 6.92 -1.98
C 3.33 5.54 -3.35
F -4.57 -0.83 -0.35
N -0.73 -1.91 -0.60
S -2.12 -1.09 -0.96
C 1.02 3.44 4.01
C 2.18 4.83 5.51
H -1.76 2.56 3.95
H 1.39 0.31 3.89
H 4.09 3.95 -4.58
H -1.72 -4.14 1.60
C 1.50 5.01 7.93
C 1.42 2.48 -1.13
H -2.78 -5.50 1.67
C -1.07 2.14 4.69
O -1.88 0.20 -0.30
N -2.26 -4.84 1.12
C -0.52 -3.40 -0.60
H 5.64 2.21 0.16
C 4.59 0.56 2.93
O 1.73 1.26 -1.36
C 4.98 1.86 0.95
C 1.32 4.46 6.54

---

# 2
12
Properties=species:S:1:pos:R:3 method="wB97M-V/def2-TZVPD" spin_multiplicity=1 max_force_ha_per_bohr=0.055 total_charge=0 homo_energy_ev=-9.1 gap_ev=9.672 e_above_lowest_kj_mol=128.8
H 1.83 2.84 -0.03
H -2.26 -0.93 1.48
N -0.38 -1.38 0.06
N 1.85 -0.63 -0.17
C 0.60 -0.37 -0.14
S -2.05 -1.10 0.10
S 0.10 1.40 -0.08
H 2.34 1.45 -0.90
H 1.76 -1.66 -0.07
H 2.44 1.31 0.83
H -0.09 -2.36 -0.32
C 1.89 1.80 0.05

---

# 3
92
Properties=species:S:1:pos:R:3 method="wB97M-V/def2-TZVPD" spin_multiplicity=1 max_force_ha_per_bohr=0.018 total_charge=-1 homo_energy_ev=-3.6 gap_ev=5.527 e_above_lowest_kj_mol=241.2
H -1.50 -3.25 1.66
H 4.45 3.59 3.19
H -0.27 4.63 -3.41
C 1.54 4.62 -0.55
H 6.16 -1.48 -0.44
H 5.98 -2.73 -1.70
C -2.93 2.71 -1.11
H -5.11 -0.75 3.04
C 1.99 -2.64 -1.50
H 4.52 1.09 3.38
H 0.60 0.05 3.76
C -2.20 -0.17 -2.36
H -3.25 -0.13 -6.18
H 1.80 -3.89 2.69
C -3.26 0.81 0.64
C 0.26 4.27 -2.54
H -2.45 -4.25 -1.84
H -2.94 3.80 -1.17
C -1.29 -0.11 -3.43
C 0.92 -0.94 4.07
C 0.97 -1.52 1.66
H -3.79 2.83 0.80
H 1.53 -4.27 -2.79
C 1.43 -2.55 5.79
H -3.80 2.32 -1.64
N 0.94 2.38 -1.24
C 3.00 0.82 1.88
H 1.51 -2.81 6.84
C 1.54 3.21 -0.37
H 3.45 5.59 2.09
H -3.35 -2.78 -2.22
C -2.96 2.28 0.36
N -1.78 -0.19 -1.09
C 1.23 -3.23 -2.66
C -4.47 -0.63 2.17
C -2.97 -0.13 -5.13
H -4.46 1.50 2.26
C 3.00 3.54 1.59
C 1.05 -1.26 5.42
H 3.86 -3.50 -2.11
H -4.33 -0.19 -2.02
C 2.25 2.67 0.77
C -2.73 -0.32 -0.04
C -4.01 -1.72 1.48
C 3.86 1.59 2.68
H 0.84 6.20 -1.83
H 1.46 -2.69 -3.58
H 0.84 -0.52 6.18
C 1.19 -1.89 3.09
C 3.40 -2.70 -1.54
C -3.56 -0.17 -2.79
H -0.12 2.19 -2.98
H -4.30 -2.71 1.81
C -1.69 2.67 1.12
C 2.93 4.95 1.40
C 0.33 2.89 -2.29
H 2.16 6.54 0.22
H -0.88 2.01 0.85
C -1.63 -0.10 -4.76
C 1.70 -3.49 4.81
C 4.19 -1.57 -1.26
Cd 0.52 -0.05 -0.61
N 1.22 -2.16 -0.53
C -3.92 -0.16 -4.12
C 2.22 5.47 0.38
C 1.59 -3.17 3.47
H -0.57 -2.84 0.21
H -0.84 -0.06 -5.50
H -1.60 -2.71 -2.00
C 5.70 -1.72 -1.40
H -2.04 2.35 -1.61
C -3.15 -1.61 0.38
C -1.42 -3.41 0.59
O 3.74 -0.44 -1.01
C -2.69 -2.98 -0.14
C 3.83 2.95 2.56
H -3.49 -3.66 0.16
C -2.51 -3.18 -1.65
F 0.05 -0.07 -3.12
H 6.07 -1.01 -2.14
C 0.86 5.13 -1.67
N 1.65 -2.23 0.79
H 2.97 -0.25 1.99
H -4.98 -0.17 -4.38
H 0.16 -3.18 -2.48
H -1.41 3.71 0.92
C -4.10 0.63 1.73
O 0.16 -0.55 1.43
H -1.86 2.56 2.19
H 1.99 -4.50 5.10
N 2.20 1.35 0.98
H -1.23 -4.48 0.40

---

# 4
20
Properties=species:S:1:pos:R:3 method="wB97M-V/def2-TZVPD" s_squared=3.760 spin_multiplicity=4 max_force_ha_per_bohr=0.090 total_charge=+1 homo_energy_ev="-9.0 / -13.0" gap_ev="4.760 / 6.284" e_above_lowest_kj_mol=333.0
O -0.77 0.16 0.31
H -2.91 -2.10 -0.83
C 0.49 0.74 0.02
H -4.90 -0.96 -1.42
H 1.52 0.02 -0.29
Mg 2.50 0.01 1.12
Au -2.19 1.49 0.01
O -3.27 -0.08 -0.50
H -5.08 -0.64 0.34
C -2.57 -1.29 -0.17
H -0.87 -0.90 -1.45
C 0.42 2.08 -0.20
O -0.71 2.72 -0.43
H -5.12 0.72 -0.83
H -2.78 -1.55 0.88
H -0.50 -1.88 0.00
H 1.36 2.64 -0.30
C -4.68 -0.25 -0.60
O 3.20 -0.75 -0.41
C -1.10 -1.04 -0.38

---

# 5
125
Properties=species:S:1:pos:R:3 method="wB97M-V/def2-TZVPD" s_squared=2.026 spin_multiplicity=3 max_force_ha_per_bohr=0.031 total_charge=+3 homo_energy_ev="-14.9 / -14.9" gap_ev="5.764 / 6.114"
C 0.00 -3.87 -7.46
C -2.59 -1.80 1.57
N -2.19 2.41 -0.51
Mo -1.20 0.61 0.09
N -1.07 -2.11 -2.76
O 1.14 -2.50 -2.78
C -2.48 4.34 -1.88
H 1.99 0.40 3.02
H -1.41 -1.65 5.97
H 1.87 -5.52 2.97
C -4.24 -0.91 -6.07
H 2.65 -1.36 4.63
C 1.04 -2.58 -5.72
C 1.62 -1.03 4.58
C 1.25 -0.05 3.68
C -1.37 -1.29 1.08
C -3.50 2.45 -0.27
H -4.50 5.08 -2.08
H 2.87 4.44 4.83
C -0.96 -3.85 -5.25
C -2.80 3.63 2.67
C 0.72 4.21 1.64
C -0.07 0.38 3.62
H 1.72 -2.58 1.13
C -0.66 -1.21 5.33
H 0.85 2.48 -4.29
H -1.17 2.15 5.24
C 1.50 5.34 1.87
C 1.46 -0.97 -0.02
H 2.92 -0.48 -1.29
C 2.37 3.06 -1.31
C 5.61 -3.88 0.51
H -4.70 -2.72 -4.95
H 3.07 3.75 -0.85
C 2.27 4.37 3.94
C -1.94 2.77 3.32
H 2.87 6.30 3.21
C -0.97 -4.30 -6.56
C -0.33 -3.29 2.09
O 2.27 1.64 0.65
H 0.21 -5.91 2.47
H 2.37 4.08 -3.18
C 0.98 1.08 -1.21
N -2.47 -1.19 -4.40
H -1.68 -4.24 -4.54
H 5.72 -2.97 2.43
C -4.38 3.36 -0.80
H 5.60 -0.73 3.10
H -1.73 -5.01 -6.89
H -4.08 0.12 -4.18
C 1.98 3.24 -2.62
H 1.49 6.16 1.17
H 0.10 4.16 0.75
C 4.54 -0.93 3.27
C -2.68 -2.96 2.30
S -2.67 -0.14 -2.00
C 1.12 2.35 -3.25
H -4.31 5.05 5.34
C 0.72 3.16 2.56
H 5.32 -4.61 -1.49
C -0.25 -2.10 1.33
H -2.87 0.61 -5.37
H -3.52 -1.30 1.37
C -3.66 4.45 3.39
H 0.50 -5.03 4.00
O 0.84 -3.93 2.26
C 1.89 1.97 -0.58
H -3.55 -1.38 -6.78
H -0.92 -2.07 -1.76
H 4.10 -0.08 3.80
H -4.78 -0.14 -6.61
H -2.03 5.10 -2.50
H -5.95 -1.47 -4.87
H 3.58 -2.93 -2.02
C 3.50 2.20 1.14
C 1.49 3.25 3.71
C 2.27 5.42 3.02
H 3.67 1.74 2.10
H -2.07 0.09 4.36
H -5.43 3.32 -0.55
C -2.03 -1.22 -3.17
H -2.80 3.71 1.59
C 5.23 -2.95 1.47
H 4.32 1.95 0.46
H -0.62 3.37 -1.47
H -3.65 -3.29 2.66
C -1.55 -3.71 2.59
C 3.67 -2.01 -0.09
H -1.63 -4.62 3.17
C -1.88 2.78 4.71
C 0.67 -1.60 5.42
C 4.05 -2.95 -1.04
C 0.84 -5.17 2.97
C -3.43 -0.24 -4.97
C 0.04 -2.97 -4.83
C -1.69 3.37 -1.31
C -3.64 4.42 4.78
H 6.38 -4.61 0.76
H 3.43 3.28 1.26
H -0.01 -4.23 -8.48
O 3.84 -1.04 2.04
N 0.56 -0.07 -0.47
C 1.01 -3.01 -7.04
C -2.73 3.60 5.44
H 1.77 -2.69 -7.73
C -3.85 4.34 -1.63
H 0.96 -2.35 6.14
N 1.05 -1.87 0.86
Br -4.00 1.05 0.90
C 5.02 -3.89 -0.75
N 2.72 -1.00 -0.45
C 0.63 1.26 -2.55
H -4.33 5.12 2.88
H 4.43 -1.83 3.88
C -5.22 -1.95 -5.52
H 1.47 2.44 4.43
H -0.01 0.54 -3.04
As -0.59 1.74 2.34
H 1.83 -1.92 -5.37
C 0.12 -2.53 -3.43
C -1.03 -0.23 4.42
H -2.10 -1.87 -5.05
H -5.76 -2.43 -6.33
C 4.26 -2.00 1.18
H -2.69 3.60 6.52

---

# 6
27
Properties=species:S:1:pos:R:3 method="wB97M-V/def2-TZVPD" s_squared=6.022 spin_multiplicity=5 max_force_ha_per_bohr=0.190 total_charge=+2 homo_energy_ev="-15.4 / -17.8" gap_ev="7.366 / 6.651" e_above_lowest_kj_mol=0.0
C -0.82 -0.90 1.03
C -0.37 -0.33 2.22
C 0.81 0.34 1.95
C -1.97 -1.73 0.71
H -1.68 -2.73 0.35
H 1.78 0.62 0.10
O -0.84 4.90 -0.04
N 0.05 -0.52 0.04
C -0.70 3.88 -0.54
N 1.06 0.16 0.65
H 1.45 0.96 3.85
O 0.95 -2.52 -0.86
C 1.74 1.10 2.80
C 1.34 0.59 -2.38
H 1.71 2.18 2.58
H -2.57 -1.85 1.62
C 0.46 -1.44 -1.06
H -0.86 -0.41 3.18
O -2.69 0.26 -2.16
H -2.61 -1.27 -0.06
Co 0.06 -0.57 -2.69
O 2.22 1.33 -2.20
H -0.43 2.28 -1.32
O 0.39 -2.96 -4.40
C -1.59 -0.05 -2.37
C 0.31 -2.07 -3.67
H 2.77 0.75 2.69